1) Here is the molecule C2H5N2P from the Open Molecules 2025 dataset. Energies are from ωB97M-V/def2-TZVPD.

```
! RIJCOSX wB97M-V def2-TZVPD def2/J DEFGRID3
* xyz 0 1
H -1.11 0.26 -1.60
H -1.45 1.46 1.28
H -0.36 -1.63 0.60
H 2.23 -0.52 0.45
C 1.15 -0.07 0.38
N 0.87 1.13 0.66
P -0.68 1.67 0.11
N -1.04 0.08 -0.54
C 0.03 -0.90 -0.26
H 0.38 -1.48 -1.08
*
```

The calculation puts the HOMO energy at -8.963 eV. The value obtained for the lowest unoccupied orbital energy is 0.956 eV.

natural (NBO) population analysis, charges in e, atoms 1 to 2: H 0.38; H -0.08

---

2) Here is the molecule C2H5N2P from the Open Molecules 2025 dataset. Energies are from ωB97M-V/def2-TZVPD.

```
! RIJCOSX wB97M-V def2-TZVPD def2/J DEFGRID3
* xyz 0 1
H 1.35 1.39 -0.26
H 0.03 -1.61 0.23
C 0.33 -0.55 -0.08
H -2.47 -0.82 1.04
N -0.98 0.43 -0.26
N 2.60 -0.30 -0.13
P -2.44 -0.23 -0.23
C 1.46 0.26 -0.12
H 3.38 0.48 -0.22
H -3.28 0.95 0.02
*
```

The calculation puts the HOMO energy (spin up / spin down) at -8.754 / -8.660 eV. The value obtained for the lowest unoccupied orbital energy (spin up / spin down) is -0.933 / -0.919 eV.

natural (NBO) population analysis, charges in e, atoms 1 to 2: H 0.20; H 0.23

---

Least stable = 2)

---

1) Here is a cluster of 2 separate species, C2H9NOS in total from the Open Molecules 2025 dataset. Energies are from ωB97M-V/def2-TZVPD.

```
! RIJCOSX wB97M-V def2-TZVPD def2/J DEFGRID3
* xyz 1 2
H 1.65 3.10 -0.38
H -0.47 1.16 -0.32
H -0.02 -1.11 0.26
H 1.75 1.09 1.59
C -1.40 -2.63 -0.63
H -2.23 -1.88 -0.63
H 1.97 1.59 -0.58
H -1.84 -3.58 -0.58
S -0.40 -2.33 0.83
H -0.30 2.38 0.98
H -0.98 -2.59 -1.72
O 0.78 0.89 1.40
N 1.25 2.22 -0.58
C 0.25 1.69 0.38
*
```

The calculation puts the HOMO energy (spin up / spin down) at -13.028 / -13.008 eV. Its expectation value of S² is 0.753. The value obtained for the lowest unoccupied orbital energy (spin up / spin down) is -4.491 / -9.172 eV.

natural (NBO) population analysis, charges in e, atoms 1 to 2: H 0.38; H 0.14

---

2) Here is a cluster of 3 separate species, C2H9NOS in total from the Open Molecules 2025 dataset. Energies are from ωB97M-V/def2-TZVPD.

```
! RIJCOSX wB97M-V def2-TZVPD def2/J DEFGRID3
* xyz 1 2
N -0.16 -1.37 -0.40
H -0.70 1.36 0.46
H -1.79 -0.55 -1.66
C 0.00 0.72 1.04
H 1.20 0.17 -0.55
H -2.33 0.68 -2.42
H -0.39 0.42 1.98
H 0.53 -1.86 -0.98
S 2.83 1.91 1.30
H 0.89 1.36 1.34
C 0.70 -0.36 0.28
H -0.40 -2.15 0.32
O -1.92 0.40 -1.58
H 1.55 -0.75 0.88
*
```

The calculation puts the HOMO energy (spin up / spin down) at -14.318 / -14.060 eV. Its expectation value of S² is 0.813. The value obtained for the lowest unoccupied orbital energy (spin up / spin down) is -10.075 / -10.016 eV.

natural (NBO) population analysis, charges in e, atoms 1 to 2: N -0.75; H 0.29

---

Least stable = 2)

---

1) Here is the molecule CH4NOP from the Open Molecules 2025 dataset. Energies are from ωB97M-V/def2-TZVPD.

```
! RIJCOSX wB97M-V def2-TZVPD def2/J DEFGRID3
* xyz 0 1
H -0.07 -0.80 2.38
H -1.07 1.45 -1.35
N 0.56 0.40 -0.59
H 0.66 1.98 -1.78
P 0.59 -1.44 1.33
C 0.01 1.31 -1.26
H -0.39 -2.43 1.23
O -0.29 -0.47 0.04
*
```

The calculation puts the HOMO energy at -9.671 eV. The value obtained for the lowest unoccupied orbital energy is 0.676 eV.

natural (NBO) population analysis, charges in e, atoms 1 to 2: H -0.06; H 0.17

---

2) Here is the molecule CH4NOP from the Open Molecules 2025 dataset. Energies are from ωB97M-V/def2-TZVPD.

```
! RIJCOSX wB97M-V def2-TZVPD def2/J DEFGRID3
* xyz 0 1
H 2.63 -0.57 -0.19
H -1.58 0.95 -0.89
P -0.94 -1.01 -0.13
O -1.94 0.34 -0.23
N 1.72 -0.96 0.04
H 0.75 0.86 -0.90
C 0.75 -0.19 -0.22
H -1.01 -1.18 1.25
*
```

The calculation puts the HOMO energy at -9.005 eV. The value obtained for the lowest unoccupied orbital energy is 0.785 eV.

natural (NBO) population analysis, charges in e, atoms 1 to 2: H 0.35; H 0.48

---

Least stable = 1)

---

1) Here is a structure of composition CH4NOP from the Open Molecules 2025 dataset. Energies are from ωB97M-V/def2-TZVPD.

```
! RIJCOSX wB97M-V def2-TZVPD def2/J DEFGRID3
* xyz 0 1
N -0.03 0.41 -1.23
H 1.19 -0.09 0.45
H -0.40 -0.87 0.39
C 0.11 0.01 0.14
O -0.82 3.26 -2.09
P 0.37 2.76 -1.41
H -1.02 0.30 -1.44
H -0.43 0.86 0.82
*
```

The calculation puts the HOMO energy (spin up / spin down) at -8.236 / -8.237 eV. The value obtained for the lowest unoccupied orbital energy (spin up / spin down) is -1.392 / -1.392 eV.

natural (NBO) population analysis, charges in e, atoms 1 to 2: N -0.88; H 0.19

---

2) Here is the molecule CH4NOP from the Open Molecules 2025 dataset. Energies are from ωB97M-V/def2-TZVPD.

```
! RIJCOSX wB97M-V def2-TZVPD def2/J DEFGRID3
* xyz 0 1
H 1.15 1.15 -0.86
H -0.84 -1.50 1.62
C -0.31 -0.87 0.95
O 0.25 -1.37 -0.27
N 0.20 1.22 -0.68
P -0.83 -0.25 -0.70
H 0.35 -0.21 1.42
H 0.03 1.84 -1.49
*
```

The calculation puts the HOMO energy at -9.104 eV. The value obtained for the lowest unoccupied orbital energy is 1.194 eV.

natural (NBO) population analysis, charges in e, atoms 1 to 2: H 0.38; H 0.19

---

Least stable = 1)

---

1) Here is a cluster of 2 separate species, C4H4ClN in total from the Open Molecules 2025 dataset. Energies are from ωB97M-V/def2-TZVPD.

```
! RIJCOSX wB97M-V def2-TZVPD def2/J DEFGRID3
* xyz 0 1
H -0.97 0.34 -1.13
C -0.75 2.08 0.13
C 0.66 0.08 0.22
Cl -1.58 -2.34 -0.09
N -0.94 3.20 0.41
C 0.87 -1.26 -0.05
H 1.40 -1.84 0.78
C -0.39 0.80 -0.29
H 0.72 -1.61 -1.03
H 0.97 0.54 1.06
*
```

The calculation puts the HOMO energy (spin up / spin down) at -9.621 / -10.322 eV. The value obtained for the lowest unoccupied orbital energy (spin up / spin down) is -3.145 / -2.702 eV.

natural (NBO) population analysis, charges in e, atoms 1 to 2: H 0.26; C 0.21

---

2) Here is the molecule C4H4ClN from the Open Molecules 2025 dataset. Energies are from ωB97M-V/def2-TZVPD.

```
! RIJCOSX wB97M-V def2-TZVPD def2/J DEFGRID3
* xyz 0 1
C -0.42 -0.23 0.38
H -1.67 0.85 -1.00
C -1.56 0.10 -0.25
H 0.88 1.11 0.90
H -0.36 -0.95 1.11
C 0.81 0.49 0.03
H 0.71 1.27 -0.73
C 1.92 -0.51 -0.16
N 2.73 -1.34 -0.20
Cl -3.04 -0.78 -0.08
*
```

The calculation puts the HOMO energy at -9.914 eV. The value obtained for the lowest unoccupied orbital energy is 0.759 eV.

natural (NBO) population analysis, charges in e, atoms 1 to 2: C -0.20; H 0.21

---

Least stable = 1)

---

1) Here is a cluster of 3 separate species, C3H11NO3S in total from the Open Molecules 2025 dataset. Energies are from ωB97M-V/def2-TZVPD.

```
! RIJCOSX wB97M-V def2-TZVPD def2/J DEFGRID3
* xyz -2 1
C -1.34 -0.91 0.04
S -3.62 -0.52 1.54
H 1.06 -1.58 -0.05
H -2.53 0.75 -0.21
O 0.45 2.11 1.29
H -0.57 0.11 -1.65
H 1.48 -1.13 -1.74
H -3.33 -0.57 -0.94
H 2.93 0.48 -0.23
C -2.72 -0.32 -0.06
H 3.78 1.30 0.89
C 1.01 -0.78 -0.82
H -0.93 -0.50 0.98
O 1.54 0.44 -0.49
H -0.32 1.58 1.52
O 3.92 0.78 0.10
H 0.98 1.48 0.72
N -0.46 -0.75 -1.13
H -1.31 -1.99 0.23
*
```

The calculation puts the HOMO energy at 0.063 eV. The value obtained for the lowest unoccupied orbital energy is 6.015 eV.

natural (NBO) population analysis, charges in e, atoms 1 to 2: C -0.23; S -0.77

---

2) Here is a cluster of 3 separate species, C3H11NO3S in total from the Open Molecules 2025 dataset. Energies are from ωB97M-V/def2-TZVPD.

```
! RIJCOSX wB97M-V def2-TZVPD def2/J DEFGRID3
* xyz -2 1
O -3.17 1.79 0.99
H 1.61 -0.38 0.50
C 1.51 -0.22 -0.58
H -2.15 1.46 1.02
H 1.44 -2.25 -1.24
H 0.42 2.00 -0.34
H -0.46 -0.70 -0.58
H -1.23 -0.32 1.54
C -0.40 1.26 -0.29
O -1.50 -1.28 1.83
H -0.68 -1.49 2.30
N 0.11 0.05 -0.95
H 2.22 -0.94 -2.44
O -0.76 1.05 1.05
H 2.09 0.66 -0.84
S 3.77 -2.01 -1.07
C 2.03 -1.37 -1.46
H -3.60 1.05 1.42
H -1.25 1.65 -0.86
*
```

The calculation puts the HOMO energy at 0.152 eV. The value obtained for the lowest unoccupied orbital energy is 6.058 eV.

natural (NBO) population analysis, charges in e, atoms 1 to 2: O -1.06; H 0.17

---

Least stable = 2)

---

1) Here is a structure of composition C4H8NO3P from the Open Molecules 2025 dataset. Energies are from ωB97M-V/def2-TZVPD.

```
! RIJCOSX wB97M-V def2-TZVPD def2/J DEFGRID3
* xyz 0 1
H -1.36 -0.22 2.00
H -0.89 -1.99 0.01
N -1.23 0.59 1.30
C -0.34 0.19 0.23
C 0.04 -1.39 0.29
P -0.77 1.04 -1.49
O 2.20 1.58 0.53
H 1.20 -2.87 -0.85
H 0.26 -1.65 1.37
H 0.60 -1.44 -1.73
H -1.84 2.35 0.14
H 2.02 -1.16 -0.69
O 0.80 1.81 -1.21
O -1.81 2.15 -0.85
H -1.07 1.43 1.80
C 1.00 -1.74 -0.79
C 1.20 1.32 -0.06
*
```

The calculation puts the HOMO energy at -8.754 eV. The value obtained for the lowest unoccupied orbital energy is 0.533 eV.

natural (NBO) population analysis, charges in e, atoms 1 to 2: H 0.38; H 0.21

---

2) Here is a structure of composition C4H8NO3P from the Open Molecules 2025 dataset. Energies are from ωB97M-V/def2-TZVPD.

```
! RIJCOSX wB97M-V def2-TZVPD def2/J DEFGRID3
* xyz 0 1
H -0.54 -0.64 -2.41
O 2.77 -1.26 -0.17
H -1.22 -1.84 -1.40
C 0.86 -0.28 -0.10
H 0.40 0.74 1.97
O 1.31 -2.22 1.27
H 2.49 1.36 0.73
H 1.91 0.28 2.18
C 1.63 -1.35 0.48
O 2.92 1.33 -0.25
P 2.41 0.18 -1.14
H -1.13 -0.61 0.58
H -0.85 0.98 -0.39
C -1.19 -0.85 -1.58
H -2.10 -0.41 -1.74
C -0.56 -0.04 -0.26
N 1.35 1.04 1.77
*
```

The calculation puts the HOMO energy at -9.872 eV. The value obtained for the lowest unoccupied orbital energy is -1.646 eV.

natural (NBO) population analysis, charges in e, atoms 1 to 2: H 0.20; O -0.71

---

Least stable = 2)

---

1) Here is the molecule C9H10ClN3 from the Open Molecules 2025 dataset. Energies are from ωB97M-V/def2-TZVPD.

```
! RIJCOSX wB97M-V def2-TZVPD def2/J DEFGRID3
* xyz 0 1
H -2.43 1.03 1.82
C -1.08 -0.36 2.59
N -1.32 0.99 -2.32
H -0.92 1.76 -4.16
C 0.18 2.29 -1.34
H 2.41 -0.91 -0.81
H 0.91 -0.26 3.35
H 2.21 -1.21 1.27
C -0.76 1.29 -1.08
H -1.66 -1.30 2.69
C 1.07 -1.21 1.33
Cl -0.94 -2.34 -0.24
N 0.27 2.50 -2.67
C 1.54 -1.56 -1.07
C 0.56 -1.48 0.04
C -1.11 0.63 0.16
H -1.23 0.14 3.60
C 0.44 -0.66 2.48
N -0.69 1.74 -3.17
C -1.60 0.52 1.35
H 1.29 -1.38 -2.10
H 0.97 2.45 -0.63
H 1.89 -2.68 -1.08
*
```

The calculation puts the HOMO energy (spin up / spin down) at -7.300 / -7.405 eV. The value obtained for the lowest unoccupied orbital energy (spin up / spin down) is -0.191 / -0.240 eV.

natural (NBO) population analysis, charges in e, atoms 1 to 2: H 0.22; C -0.47

---

2) Here is the molecule C9H10ClN3 from the Open Molecules 2025 dataset. Energies are from ωB97M-V/def2-TZVPD.

```
! RIJCOSX wB97M-V def2-TZVPD def2/J DEFGRID3
* xyz 0 1
C -2.09 -0.14 0.83
C 1.18 0.03 0.02
H 2.74 2.94 -2.89
H -3.15 1.56 1.55
N 2.01 1.91 -1.29
C 1.99 0.02 -2.44
C -0.47 -1.48 2.19
N 2.44 0.95 -3.25
N 2.44 2.05 -2.53
C 0.53 -1.90 1.41
H -0.64 -2.00 3.13
C -1.42 -0.40 1.95
H -1.67 0.20 2.81
Cl -1.88 -1.11 -0.59
H -2.80 1.59 -0.19
C 1.03 -1.29 0.20
H 1.87 -0.99 -2.76
H -4.07 0.54 0.43
H 0.91 0.73 0.81
C -3.09 0.95 0.65
H 1.05 -2.81 1.70
H 1.37 -1.97 -0.57
C 1.71 0.62 -1.18
*
```

The calculation puts the HOMO energy at -8.155 eV. The value obtained for the lowest unoccupied orbital energy is 0.349 eV.

natural (NBO) population analysis, charges in e, atoms 1 to 2: C 0.02; C -0.19

---

Least stable = 1)